A cluster of 5 separate species, C50H80O3P in total, computed with ωB97M-V with the def2-TZVPD basis set.

Computed properties:
Molecular weight = 760.2 g mol⁻¹
Charge = -1
HOMO-LUMO gap = 6.3 eV
Calculated total energy = -2520.2262 hartree
Lowest unoccupied orbital energy = 1.95 eV
Max |F| = 0.8 eV/A
E_HOMO = -4.37 eV

Geometry as XYZ:
```
134
C50H80O3P (ωB97M-V with the def2-TZVPD basis set)
C 0.67044 0.49932 2.04036
C 0.36659 0.48680 3.54467
C -1.13992 0.34129 3.84637
C -1.58168 -1.07428 4.29513
C -2.72940 -1.70020 3.49705
C -4.09165 -1.02963 3.70647
C -4.26838 0.35512 3.07785
C -3.94459 0.42711 1.58702
C -3.78033 1.86297 1.05992
C -2.75440 1.95134 -0.06807
C -2.35826 3.37551 -0.46983
C -0.97103 3.43288 -1.11673
C -0.93789 2.91065 -2.56132
C 0.34390 2.14113 -2.94064
C 0.13503 0.70732 -3.46771
C -0.48870 -0.14817 -2.34956
C -0.45176 -1.67416 -2.50876
C 0.05481 -2.40285 -1.25133
C 1.53219 -2.83691 -1.33880
C 1.74040 -4.25136 -1.89670
C 1.99983 -4.27032 -3.40430
C 2.09394 -5.68295 -3.99409
C 0.74579 -6.43100 -4.05765
O -0.38465 -5.60443 -4.18062
C -0.53661 -4.98559 -5.44231
C -0.70213 0.78192 -4.77281
O 0.18991 0.70972 -5.83812
P 1.45603 -0.45076 -5.48032
C 1.53973 -1.20019 -7.24537
O 1.39799 0.25379 -3.84319
H 1.73246 0.35085 1.82406
H 0.11825 -0.29867 1.53221
H 0.35476 1.45014 1.59352
H 0.73472 1.41578 3.99038
H 0.91912 -0.32901 4.02017
H -1.68894 0.61958 2.94074
H -1.42007 1.06368 4.62050
H -0.72001 -1.74750 4.22917
H -1.87427 -1.05114 5.35076
H -2.82683 -2.74674 3.81531
H -2.45811 -1.73749 2.43711
H -4.22647 -0.92419 4.79306
H -4.88366 -1.70344 3.36381
H -3.66099 1.08552 3.62015
H -5.31869 0.65189 3.21977
H -2.99767 -0.09630 1.39418
H -4.70588 -0.11190 1.01241
H -3.48504 2.51771 1.88766
H -4.74551 2.22934 0.68139
H -1.84792 1.39670 0.22327
H -3.16628 1.43092 -0.94349
H -2.39555 4.03549 0.40309
H -3.08508 3.75117 -1.20483
H -0.61271 4.46758 -1.08792
H -0.27328 2.85413 -0.49347
H -1.81693 2.28177 -2.73380
H -1.04682 3.77068 -3.23282
H 0.88580 2.66901 -3.72991
H 1.01886 2.09824 -2.07670
H 0.06138 0.11924 -1.43669
H -1.53354 0.16575 -2.22237
H 0.19174 -1.93308 -3.35346
H -1.45225 -2.04320 -2.76046
H -0.07452 -1.75476 -0.38132
H -0.55893 -3.29833 -1.08605
H 2.05182 -2.11179 -1.98433
H 2.00740 -2.75747 -0.35427
H 2.59238 -4.73169 -1.39549
H 0.84700 -4.85005 -1.68899
H 1.20939 -3.71847 -3.91670
H 2.93597 -3.73927 -3.61466
H 2.77108 -6.28842 -3.37974
H 2.53142 -5.62152 -4.99545
H 0.77185 -7.16030 -4.88183
H 0.58128 -6.99819 -3.13671
H -0.64824 -3.90737 -5.30956
H 0.33057 -5.16010 -6.08781
H -1.42789 -5.38212 -5.93660
H -1.47456 -0.00571 -4.80255
H -1.22204 1.74397 -4.85556
H 0.36952 -1.38102 -5.17346
H 2.39087 -1.43161 -4.95579
H 2.48933 0.48747 -5.82625
H 1.72644 -0.46075 -8.03061
H 0.62536 -1.75356 -7.47371
H 2.37808 -1.90994 -7.25411
C -8.11360 -4.29159 5.67770
C -6.85160 -4.19715 6.24807
C -6.25840 -2.95432 6.41831
C -6.92830 -1.80613 6.02017
C -8.18931 -1.89985 5.44916
C -8.78207 -3.14323 5.27765
H -8.57404 -5.26141 5.54025
H -6.32812 -5.09314 6.55552
H -5.27013 -2.88041 6.85372
H -6.46169 -0.83758 6.14619
H -8.70825 -1.00410 5.13324
H -9.76328 -3.21740 4.82685
C -4.08419 5.49689 6.42095
C -4.74707 4.30667 6.68717
C -5.12376 3.47436 5.64229
C -4.83681 3.83166 4.33239
C -4.17150 5.01979 4.06602
C -3.79617 5.85322 5.11068
H -3.78855 6.14553 7.23559
H -4.96722 4.02650 7.70938
H -5.63869 2.54408 5.84729
H -5.12443 3.17938 3.51861
H -3.94141 5.29199 3.04383
H -3.27622 6.77965 4.90348
C 5.39610 1.36669 -2.33667
C 4.68987 0.27448 -2.82296
C 5.32586 -0.95337 -2.94631
C 6.65912 -1.08987 -2.58260
C 7.36332 0.00391 -2.09573
C 6.73079 1.23366 -1.97457
H 4.90127 2.32543 -2.24299
H 3.64832 0.36999 -3.10411
H 4.77239 -1.80042 -3.33321
H 7.15148 -2.04993 -2.68008
H 8.40335 -0.10111 -1.81044
H 7.27959 2.08839 -1.59714
C 8.93880 4.69626 -0.32053
C 9.40101 4.90520 0.97129
C 10.57012 4.29104 1.39809
C 11.27724 3.46801 0.53275
C 10.81506 3.25923 -0.75914
C 9.64597 3.87341 -1.18586
H 8.02417 5.17013 -0.65239
H 8.84749 5.54453 1.64679
H 10.92766 4.44995 2.40740
H 12.18731 2.98625 0.86653
H 11.36372 2.61476 -1.43364
H 9.28144 3.70438 -2.19085
```